Entry 1:
Density functional theory data (wB97M-V/def2-TZVPD) for a molecular structure, C16H26As2F6GeIrN2OS5 at a distorted geometry.

Element x y z (Å)
Ir -0.786 -1.221 -0.869
C 0.746 -0.152 4.986
C 1.567 0.681 4.000
N 1.774 0.020 2.730
C 2.930 -0.827 2.577
C 4.172 -0.050 2.143
C 0.880 0.222 1.722
S 1.363 -0.200 0.113
N -0.227 0.837 2.046
C -1.285 1.013 1.244
O -1.430 0.554 0.075
C -2.378 1.780 1.847
C -3.508 2.069 1.079
C -4.535 2.815 1.615
C -4.450 3.282 2.920
C -3.327 3.002 3.685
C -2.294 2.258 3.157
H 0.588 0.402 5.911
H 1.255 -1.083 5.225
H -0.219 -0.375 4.541
H 2.550 0.914 4.424
H 1.036 1.616 3.805
H 2.697 -1.587 1.830
H 3.117 -1.321 3.537
H 4.016 0.369 1.153
H 5.037 -0.707 2.123
H 4.368 0.764 2.838
H -3.556 1.708 0.064
H -5.409 3.040 1.020
H -5.254 3.870 3.344
H -3.264 3.370 4.702
H -1.416 2.023 3.738
S -1.854 -5.591 -1.560
As -2.236 -3.993 -0.200
S -0.406 -3.233 0.744
S -3.015 -2.229 -1.239
S -3.553 -4.834 1.238
F -1.451 0.432 -2.813
As -2.300 1.703 -3.694
F -3.708 0.675 -3.909
F -2.984 2.351 -2.227
F -3.114 3.002 -4.614
F -0.908 2.775 -3.529
F -1.656 1.095 -5.227
C 1.487 0.483 -4.101
Ge 1.808 -1.299 -3.314
C 2.481 -2.457 -4.810
C 3.401 -1.253 -2.110
C 0.198 -2.141 -2.576
H 2.403 0.908 -4.503
H 1.085 1.167 -3.361
H 0.764 0.403 -4.907
H 3.360 -1.995 -5.249
H 1.735 -2.589 -5.585
H 2.760 -3.437 -4.434
H 4.312 -1.281 -2.700
H 3.397 -2.111 -1.446
H 3.408 -0.359 -1.500
H 0.405 -3.193 -2.356
H -0.578 -2.089 -3.345

As for the frontier orbital gap (spin up / spin down): 0.1902 / 0.1790 Eh. The charge is -2. The value obtained for the lowest unoccupied orbital energy (spin up / spin down) is 0.1543 / 0.0746 Eh. As for the spin multiplicity: 6. The expectation value of S² is 8.779. Its HOMO energy (spin up / spin down) is -0.977 / -2.842 eV.

Entry 2:
Density functional theory data (wB97M-V/def2-TZVPD) for a molecular structure, C16H26AsBaI2N4O.

Element x y z (Å)
Ba -0.389 -0.349 -0.010
N -0.746 2.381 -0.978
C 0.492 3.171 -0.854
C 1.054 3.120 0.558
N 1.508 1.787 0.985
C 2.888 1.449 0.594
C 2.996 0.586 -0.657
N 2.371 -0.728 -0.446
H -1.026 2.336 -1.954
H -1.500 2.864 -0.498
H 0.339 4.222 -1.116
H 1.218 2.777 -1.565
H 0.278 3.447 1.256
H 1.866 3.853 0.627
H 1.440 1.747 1.993
H 3.351 0.907 1.423
H 3.485 2.357 0.448
H 4.053 0.511 -0.929
H 2.491 1.064 -1.499
H 2.926 -1.283 0.198
H 2.339 -1.248 -1.319
I -0.360 -1.853 -5.293
C -0.826 -3.146 -3.732
C -1.184 -4.475 -4.017
C -1.494 -5.354 -3.018
I -2.020 -7.308 -3.533
C -1.455 -4.928 -1.664
C -1.757 -5.753 -0.560
C -1.693 -5.257 0.712
C -1.322 -3.918 0.889
N -1.032 -3.109 -0.106
C -1.092 -3.587 -1.385
C -0.768 -2.652 -2.441
O -0.446 -1.427 -2.143
H -1.213 -4.797 -5.049
H -2.040 -6.783 -0.733
H -1.920 -5.876 1.568
H -1.261 -3.502 1.891
C -3.984 -0.974 3.152
As -2.474 0.243 2.950
C -1.760 0.145 4.764
C -3.429 1.940 3.096
H -4.565 -0.703 4.033
H -3.623 -1.996 3.262
H -4.622 -0.925 2.271
H -2.560 0.298 5.488
H -0.999 0.911 4.907
H -1.308 -0.831 4.932
H -4.065 1.935 3.981
H -4.049 2.094 2.214
H -2.718 2.762 3.175

As for the frontier orbital gap: 0.2530 Eh. The charge is +1. The value obtained for the lowest unoccupied orbital energy is -0.0975 Eh. Its HOMO energy is -9.537 eV.

Entry 3:
Density functional theory data (wB97M-V/def2-TZVPD) for a molecular structure, C16H26B2N6O2Pb at a distorted geometry.

Element x y z (Å)
H 0.043 2.763 -0.498
N -0.412 1.188 -1.885
B -0.822 -0.192 -4.057
N -0.475 1.119 -3.260
C -0.093 2.305 -3.758
Pb 0.126 -0.229 -0.188
H -0.041 2.454 -4.824
C 0.175 3.177 -2.703
H 0.500 4.197 -2.786
C -0.047 2.455 -1.533
H -0.723 -0.015 -5.242
C -2.441 -2.722 0.921
H -2.385 -3.133 1.943
H -1.465 -2.817 0.411
H -3.209 -3.098 0.237
N -2.331 -0.536 -3.722
N 0.111 -1.309 -3.519
N -2.720 -0.608 -2.387
N 0.243 -1.626 -2.180
C -3.394 -0.797 -4.512
C 0.987 -2.041 -4.230
H -3.290 -0.738 -5.587
H 1.085 -1.914 -5.289
C -4.494 -1.073 -3.699
C 1.665 -2.891 -3.364
C -3.998 -0.952 -2.371
C 1.160 -2.623 -2.095
H -5.496 -1.312 -4.012
H 2.432 -3.604 -3.612
H -4.531 -1.118 -1.447
H 1.424 -3.087 -1.150
H -2.653 -1.680 0.993
C 2.516 -0.667 4.457
C 1.361 0.216 3.987
C 0.496 0.559 5.177
O 0.549 -0.616 3.153
B 0.797 -0.058 1.952
O 1.903 0.778 1.799
C 1.817 1.399 3.083
C 0.822 2.589 3.050
C 3.200 1.956 3.312
H 2.090 -1.569 4.925
H 3.102 -0.122 5.204
H 3.184 -0.961 3.633
H 0.174 -0.379 5.660
H 1.101 1.140 5.882
H -0.387 1.148 4.889
H 0.881 3.126 4.011
H 1.126 3.283 2.246
H -0.235 2.300 2.901
H 3.979 1.179 3.268
H 3.410 2.701 2.530
H 3.182 2.459 4.287

As for the frontier orbital gap: 0.1503 Eh. The charge is +2. The value obtained for the lowest unoccupied orbital energy is -0.3480 Eh. Its HOMO energy is -13.560 eV.

Entry 4:
Density functional theory data (wB97M-V/def2-TZVPD) for a gas-phase ion, C16H26BF6NO6PS (charge -1) at a distorted geometry.

Element x y z (Å)
C 1.527 -3.169 3.575
C 1.399 -1.910 2.484
N 1.402 -2.390 1.046
B 0.093 -2.084 0.328
C -1.061 -3.116 0.882
C -1.585 -4.217 -0.236
O -2.583 -3.621 -1.145
O 0.297 -2.354 -1.126
C 0.557 -1.111 -1.869
P 0.093 -1.030 -3.722
S 1.753 -0.676 -4.734
C 0.113 0.164 -0.882
C -1.044 1.197 -1.415
C -2.556 0.527 -1.188
C -3.257 1.143 0.185
C -4.515 0.153 0.666
C -3.955 2.633 -0.069
C 1.513 1.075 -0.957
O 1.848 1.497 -2.190
C 2.366 1.333 0.418
F 3.138 0.060 0.673
F 1.509 1.510 1.643
C 3.487 2.527 0.333
F 4.541 2.163 -0.656
F 4.147 2.569 1.691
C 2.882 4.032 0.085
F 1.720 4.366 0.979
F 2.467 4.293 -1.336
C 4.053 5.186 0.397
O 3.698 6.485 0.604
O 5.501 4.910 0.417
O -0.141 -0.626 0.333
H 0.473 -3.653 3.740
H 2.349 -3.917 3.197
H 1.914 -2.666 4.585
H 0.437 -1.312 2.799
H 2.318 -1.194 2.748
H 1.554 -3.433 1.053
H -2.043 -2.566 1.280
H -0.636 -3.762 1.789
H -0.692 -4.749 -0.819
H -2.145 -5.109 0.327
H -2.365 -3.795 -2.108
H 1.751 -1.093 -1.878
H -0.413 -2.351 -4.106
H -0.953 -0.083 -4.029
H -0.923 1.536 -2.531
H -0.960 2.186 -0.758
H -2.457 -0.643 -1.014
H -3.231 0.715 -2.154
H -2.418 1.220 1.010
H -4.115 -0.922 0.913
H -4.964 0.617 1.650
H -5.330 0.120 -0.197
H -3.326 3.326 -0.772
H -5.038 2.435 -0.512
H -3.988 3.147 0.994
H 5.793 4.424 -0.419

As for the frontier orbital gap: 0.2103 Eh. The charge is -1. The value obtained for the lowest unoccupied orbital energy is 0.0377 Eh. Its HOMO energy is -4.696 eV.